Entry 1:
{"formula": "C22H35N3O5S", "method": "the ωB97M-V functional and the def2-TZVPD basis", "smiles": "CC(C)CN(CC(C)C)S(=O)(=O)N1CCC(C(=O)NCc2ccc3c(c2)OCO3)CC1", "e_lumo_ev": 0.62, "e_above_lowest_ev": 1.609, "elements": ["C", "H", "H", "H", "C", "C", "H", "H", "H", "H", "C", "N", "S", "O", "O", "N", "C", "C", "H", "H", "C", "C", "O", "N", "H", "C", "C", "C", "C", "C", "C", "C", "H", "O", "C", "O", "H", "H", "H", "H", "H", "H", "C", "C", "H", "H", "H", "H", "H", "H", "H", "C", "H", "C", "C", "H", "H", "H", "C", "H", "H", "H", "H", "H", "H", "H"], "coordinates": [[-5.8933, -0.0543, -0.4340], [-5.2920, 0.7919, -0.7536], [-6.6773, -0.2177, -1.1700], [-6.3603, 0.1755, 0.5218], [-5.0099, -1.2937, -0.3168], [-5.8551, -2.5190, 0.0302], [-6.6214, -2.6760, -0.7252], [-6.3470, -2.3783, 0.9906], [-5.2431, -3.4171, 0.0844], [-4.5332, -1.4559, -1.2878], [-3.8949, -1.0794, 0.7316], [-2.5454, -1.0057, 0.2071], [-2.1455, 0.4413, -0.4970], [-0.7704, 0.3424, -0.9138], [-3.0696, 0.8558, -1.5078], [-2.3703, 1.4582, 0.8134], [-2.4473, 2.8586, 0.4360], [-1.1007, 3.3545, -0.0822], [-0.9096, 2.8428, -1.0257], [-1.1500, 4.4259, -0.2837], [0.0322, 3.0857, 0.9217], [1.3912, 3.2151, 0.2231], [2.2374, 4.0139, 0.5667], [1.5372, 2.3612, -0.8103], [0.8187, 1.6684, -0.9807], [2.8122, 2.1383, -1.4545], [3.5113, 0.9263, -0.8838], [4.8083, 1.0223, -0.4070], [5.4757, -0.0693, 0.1447], [4.7849, -1.2533, 0.2096], [3.4749, -1.3569, -0.2604], [2.8175, -0.2886, -0.8160], [1.8063, -0.3854, -1.1782], [3.0259, -2.6398, -0.0664], [4.0970, -3.3392, 0.5279], [5.1900, -2.4670, 0.7045], [4.3959, -4.1785, -0.1219], [3.7806, -3.7366, 1.5064], [6.4849, 0.0095, 0.5119], [5.3188, 1.9712, -0.4591], [2.6430, 2.0051, -2.5282], [3.4176, 3.0324, -1.2918], [-0.0241, 1.6943, 1.5809], [-1.4481, 1.2491, 1.9113], [-1.8419, 1.8031, 2.7695], [-1.4625, 0.1829, 2.1413], [0.4107, 0.9483, 0.9178], [0.5717, 1.7122, 2.4955], [-0.0111, 3.8488, 1.7056], [-2.7701, 3.4213, 1.3167], [-3.2075, 2.9383, -0.3417], [-2.0338, -2.1696, -0.5077], [-2.7411, -2.9919, -0.3852], [-0.6575, -2.5868, 0.0228], [-0.7507, -3.0318, 1.4787], [-1.1926, -2.2474, 2.0882], [-1.3653, -3.9262, 1.5653], [0.2403, -3.2566, 1.8651], [-0.0808, -3.7003, -0.8464], [0.9267, -3.9404, -0.5188], [-0.6961, -4.5959, -0.7811], [-0.0344, -3.3871, -1.8863], [-0.0027, -1.7155, -0.0397], [-1.9554, -1.9366, -1.5750], [-3.9047, -1.8912, 1.4651], [-4.0526, -0.1381, 1.2592]], "atomic_forces_ev_per_a": [[0.2, -0.1, -0.1], [-0.1, 0.1, 0.0], [-0.1, 0.0, -0.1], [-0.1, 0.0, 0.1], [-0.2, -0.1, 0.1], [0.2, 0.2, -0.2], [-0.1, -0.1, 0.0], [-0.1, 0.0, 0.1], [0.0, -0.1, 0.0], [0.0, 0.0, 0.0], [-0.5, 0.1, 0.1], [0.4, 1.1, -0.3], [-0.5, -0.2, 0.8], [0.1, -0.3, 0.0], [-0.2, 0.1, -0.1], [-0.1, -0.7, -0.8], [-0.1, 0.5, -0.5], [-0.2, 0.0, 0.2], [0.0, 0.2, 0.0], [0.0, 0.0, -0.1], [0.2, 0.0, -0.1], [-0.6, 0.2, 0.3], [0.3, 0.2, 0.1], [0.0, -0.3, -0.5], [0.0, 0.2, 0.1], [0.1, 0.0, 0.0], [0.2, 0.2, 0.0], [-0.2, 0.1, -0.1], [0.0, -0.5, 0.1], [-0.4, 0.2, -0.2], [0.5, 0.2, 0.1], [0.1, -0.3, 0.1], [-0.2, 0.0, -0.1], [-0.2, 0.4, -0.2], [0.0, -1.2, 0.3], [0.2, 0.4, 0.0], [-0.1, 0.3, 0.1], [0.1, 0.2, -0.2], [0.1, 0.0, 0.1], [0.0, 0.1, 0.0], [0.0, 0.1, 0.1], [-0.1, -0.1, -0.1], [-0.2, 0.0, 0.1], [0.5, -0.3, 0.4], [-0.1, -0.1, -0.1], [0.0, 0.1, 0.2], [0.1, 0.0, 0.2], [0.0, 0.0, 0.0], [0.1, 0.0, -0.1], [0.0, -0.1, 0.0], [0.0, 0.2, 0.1], [0.8, -0.1, -0.2], [-0.1, 0.1, 0.0], [-0.1, -0.3, 0.0], [0.0, 0.2, -0.3], [0.0, 0.1, 0.2], [-0.1, -0.1, 0.0], [0.1, 0.0, 0.1], [-0.1, 0.3, 0.1], [0.1, -0.1, 0.0], [-0.1, -0.1, 0.0], [0.0, 0.0, -0.2], [0.0, 0.0, 0.0], [-0.1, -0.2, 0.0], [0.1, 0.1, 0.0], [-0.2, -0.2, 0.2]]}

***

Entry 2:
{"formula": "C22H35N7PS2Sr", "method": "the ωB97M-V functional and the def2-TZVPD basis", "charge": 1, "e_lumo_ev": -2.68, "e_above_lowest_ev": 1.816, "elements": ["Sr", "C", "C", "N", "C", "C", "C", "C", "C", "C", "C", "N", "C", "C", "N", "N", "H", "H", "H", "H", "H", "H", "H", "H", "H", "H", "H", "H", "H", "H", "H", "H", "H", "H", "C", "S", "C", "S", "N", "N", "C", "C", "C", "C", "C", "C", "N", "H", "H", "H", "H", "H", "H", "H", "H", "C", "P", "C", "C", "H", "H", "H", "H", "H", "H", "H", "H", "H"], "coordinates": [[0.1348, -0.6517, -0.4609], [1.5090, -3.1033, -0.3589], [2.6528, -2.0409, -0.1056], [2.6246, -0.6680, -0.6850], [2.6800, -0.5082, -2.1579], [1.7400, -1.3571, -2.9915], [2.2648, -2.3572, -3.8075], [1.3872, -3.2334, -4.4300], [0.0284, -3.1622, -4.1598], [-0.4341, -2.1409, -3.3359], [-1.8863, -2.0217, -2.8996], [-2.0865, -1.8506, -1.4529], [-2.2072, -3.0740, -0.6563], [-0.8764, -3.8062, -0.4993], [0.1552, -3.0835, 0.2672], [0.4188, -1.2182, -2.8944], [2.0147, -4.0454, -0.1317], [1.3330, -3.0965, -1.4288], [3.5422, -2.5377, -0.5103], [2.7920, -1.9240, 0.9678], [3.3786, -0.1312, -0.2814], [3.6875, -0.7559, -2.5076], [2.4871, 0.5451, -2.3765], [3.3331, -2.4638, -3.9389], [1.7694, -4.0103, -5.0791], [-0.6529, -3.9010, -4.5614], [-2.4196, -2.8916, -3.3018], [-2.2852, -1.1325, -3.3929], [-2.8807, -1.2453, -1.2904], [-2.8955, -3.8057, -1.1024], [-2.6006, -2.7976, 0.3243], [-0.4709, -3.9662, -1.5018], [-1.0117, -4.8184, -0.1092], [0.2113, -3.3356, 1.2426], [-1.4478, 5.4544, 0.4498], [-1.4977, 4.4733, -1.0610], [-0.9533, 2.9077, -0.5358], [-0.9880, 1.7223, -1.7702], [-0.6018, 2.8031, 0.7206], [-0.1684, 1.5759, 1.1385], [0.0241, 1.5398, 2.4016], [0.4596, 0.3492, 3.1196], [0.5981, 0.4311, 4.5058], [1.0353, -0.6645, 5.2202], [1.3404, -1.8246, 4.5261], [1.1699, -1.8200, 3.1534], [0.7251, -0.7822, 2.4442], [-1.9631, 6.3847, 0.2184], [-0.4214, 5.6606, 0.7408], [-1.9612, 4.9286, 1.2499], [-0.1597, 2.4412, 2.9845], [0.3645, 1.3627, 5.0038], [1.1470, -0.6152, 6.2951], [1.7036, -2.7108, 5.0264], [1.4273, -2.7203, 2.6047], [-4.6706, -0.7228, 1.5120], [-3.2598, 0.4181, 1.1817], [-4.1052, 1.6435, 0.1105], [-3.2366, 1.3427, 2.7655], [-5.5437, -0.1894, 1.8929], [-4.3773, -1.4827, 2.2382], [-4.9575, -1.2317, 0.5889], [-5.1049, 1.8739, 0.4845], [-4.1753, 1.2659, -0.9101], [-3.5179, 2.5604, 0.0695], [-4.2308, 1.7159, 3.0184], [-2.5567, 2.1898, 2.6734], [-2.8841, 0.6939, 3.5695]], "atomic_forces_ev_per_a": [[-1.8, 2.2, 1.6], [0.2, -0.3, -0.3], [0.4, -0.1, -0.1], [-1.0, -0.6, -0.1], [0.6, 0.1, -0.3], [0.2, -0.8, -0.6], [0.0, 0.1, 0.0], [0.0, 0.0, 0.0], [-0.1, 0.0, 0.0], [0.3, 0.0, -0.4], [0.0, 0.0, -0.3], [0.5, -0.2, -0.2], [0.1, -0.3, 0.1], [0.5, -0.3, -0.2], [0.7, 0.6, -0.4], [0.0, 0.1, 1.3], [0.0, 0.0, -0.1], [0.0, -0.3, -0.2], [-0.1, -0.3, 0.2], [0.1, 0.1, 0.0], [-0.1, 0.1, 0.1], [0.0, 0.1, -0.1], [0.0, 0.0, 0.1], [0.0, 0.0, 0.0], [0.0, 0.0, 0.0], [0.0, 0.0, 0.0], [-0.1, 0.0, 0.1], [-0.1, 0.0, 0.0], [0.1, 0.1, 0.0], [-0.1, 0.1, 0.0], [0.0, 0.0, 0.0], [0.0, 0.0, 0.0], [-0.3, 0.1, 0.1], [-0.3, -0.1, -0.1], [0.0, 0.0, -0.1], [-0.2, 0.1, -0.1], [0.2, -0.3, 0.3], [0.2, -0.2, -0.3], [-0.1, 0.3, 0.0], [0.1, -0.2, -0.2], [0.0, 0.2, -0.1], [0.1, -0.2, 0.0], [0.0, 0.1, 0.0], [0.0, 0.0, 0.0], [0.0, 0.0, 0.0], [0.0, 0.0, 0.0], [0.2, 0.0, -0.1], [0.0, 0.0, 0.0], [0.0, 0.0, 0.1], [0.0, 0.0, 0.0], [0.0, 0.0, 0.0], [0.0, 0.0, 0.0], [0.0, 0.0, 0.0], [0.0, 0.0, 0.0], [0.0, 0.0, 0.0], [0.1, 0.0, 0.0], [0.0, -0.1, -0.1], [0.0, 0.0, 0.0], [0.0, 0.0, 0.0], [0.0, 0.0, 0.0], [0.0, 0.0, 0.0], [0.0, 0.0, 0.0], [0.0, 0.0, 0.0], [0.0, 0.0, 0.0], [0.0, 0.0, 0.0], [0.0, 0.0, 0.0], [0.0, 0.0, 0.0], [0.0, 0.0, 0.0]]}

***

Entry 3:
{"formula": "C22H35NO3P2SW", "method": "the ωB97M-V functional and the def2-TZVPD basis", "multiplicity": 3, "s2": 2.01, "charge": 2, "e_lumo_ev": [-8.37, -8.17], "e_above_lowest_ev": 1.733, "elements": ["P", "P", "C", "C", "H", "H", "H", "H", "C", "H", "H", "H", "C", "H", "H", "H", "C", "H", "H", "H", "C", "H", "H", "H", "W", "C", "C", "C", "C", "C", "C", "C", "C", "C", "H", "H", "H", "H", "H", "H", "H", "H", "H", "H", "H", "H", "H", "H", "H", "O", "S", "O", "N", "C", "O", "C", "C", "C", "C", "C", "C", "H", "H", "H", "H"], "coordinates": [[3.8310, -1.9134, -2.3680], [3.0259, -3.7978, 0.6674], [4.9541, -2.6303, -1.0717], [4.4243, -3.9755, -0.5587], [5.0825, -1.8731, -0.2788], [5.9386, -2.7715, -1.5361], [4.0357, -4.6363, -1.3535], [5.2246, -4.5426, -0.0479], [4.1036, -3.4817, 2.1540], [3.5171, -3.5609, 3.0814], [4.5912, -2.4978, 2.1146], [4.8828, -4.2598, 2.1655], [2.8633, -5.6018, 1.0326], [3.8542, -6.0533, 1.1747], [2.3614, -6.0807, 0.1829], [2.2557, -5.7576, 1.9357], [5.0541, -1.1299, -3.4636], [4.5889, -0.3932, -4.1298], [5.5444, -1.8994, -4.0838], [5.8118, -0.6171, -2.8506], [3.2102, -3.3557, -3.3437], [2.5239, -3.9744, -2.7437], [4.0765, -3.9617, -3.6608], [2.6681, -2.9963, -4.2307], [2.1944, -0.6692, -1.7136], [1.0466, -2.4184, 4.1011], [2.0041, -1.6157, 3.5853], [1.9514, -1.0239, 2.1821], [1.2316, -1.9007, 1.1494], [1.3565, -3.4122, 1.3642], [0.3261, -4.1910, 1.7400], [-0.7660, -3.6276, 2.6019], [-0.3725, -2.5007, 3.6196], [1.2471, -0.5565, -3.5718], [1.2593, -3.0314, 4.9758], [2.8750, -1.3701, 4.1980], [2.9776, -0.8019, 1.8321], [1.4422, -0.0444, 2.2265], [0.1784, -1.6356, 1.1508], [1.6203, -1.5419, -0.0522], [3.0110, 0.7679, -1.4655], [0.2310, -5.2315, 1.4046], [-1.2443, -4.4371, 3.1678], [-1.5770, -3.2366, 1.9692], [-0.6770, -1.5313, 3.1924], [-0.9758, -2.6846, 4.5295], [0.1719, -0.7520, -3.3814], [1.6315, -1.1854, -4.3891], [1.3702, 0.5159, -3.8035], [-1.4555, -1.1684, -0.2056], [-1.1072, -0.0132, -1.0109], [-1.5075, 0.0252, -2.3950], [0.6098, 0.4658, -0.8044], [0.7406, 1.7689, -0.3285], [1.8363, 2.3317, -0.2636], [-0.5830, 2.3183, 0.0683], [-0.8564, 3.5766, 0.6293], [-2.1732, 3.9282, 0.9085], [-3.2158, 3.0209, 0.6603], [-2.9530, 1.7696, 0.0822], [-1.6297, 1.4555, -0.2022], [-0.0267, 4.2580, 0.8302], [-2.4203, 4.8963, 1.3470], [-4.2456, 3.2775, 0.8877], [-3.7193, 1.0338, -0.1378]], "atomic_forces_ev_per_a": [[5.1, -3.9, -2.2], [1.4, -4.7, 4.4], [-0.1, -0.3, -0.5], [-0.5, 0.8, -1.5], [0.0, -0.4, -0.2], [-0.2, 0.0, 0.1], [0.4, 0.4, 0.2], [-0.8, 0.3, 0.3], [0.0, 0.7, 0.0], [0.1, 0.1, -0.5], [-0.1, -0.3, 0.2], [-0.3, 0.3, -0.2], [0.1, -0.3, -0.5], [-0.3, 0.1, -0.1], [0.1, -0.1, 0.2], [0.4, 0.1, -0.4], [0.3, 0.2, -0.4], [0.1, -0.2, 0.1], [-0.1, 0.3, 0.3], [-0.3, -0.1, -0.2], [0.3, -0.2, 0.1], [0.2, 0.2, -0.3], [-0.4, 0.1, 0.0], [0.3, -0.1, 0.3], [-6.7, 5.0, 2.1], [0.7, 0.5, -0.4], [-0.7, -0.8, 0.2], [0.3, 1.1, 0.0], [-0.4, 0.5, 0.6], [0.0, 2.4, -3.0], [0.4, 0.1, -0.6], [-0.3, 0.0, 0.4], [-0.4, -0.2, -0.3], [0.7, -0.7, 0.3], [0.1, 0.6, 0.2], [0.0, -0.4, -0.4], [-0.3, 0.0, 0.4], [0.2, -0.2, -0.2], [0.0, 0.1, -0.6], [-0.8, -1.4, 2.6], [0.4, 0.0, -0.3], [0.3, 0.3, 0.6], [0.3, -0.1, -0.3], [0.2, -0.1, -0.1], [0.1, -0.3, 0.3], [0.1, 0.3, -0.6], [0.4, 0.2, -0.2], [-0.2, 0.4, 0.2], [-0.1, 0.0, 0.0], [0.8, 0.2, -0.7], [0.4, 1.8, 1.1], [0.6, -0.5, 0.6], [-1.1, -1.5, -1.1], [1.1, 0.8, 0.1], [-1.6, -0.8, 0.1], [-0.2, 0.6, 0.1], [0.5, -0.2, -0.2], [-0.3, -0.4, 0.1], [0.2, -0.4, -0.4], [0.3, 0.2, 0.1], [-0.6, 0.3, 0.1], [-0.3, -0.2, -0.1], [0.2, -0.3, -0.2], [0.2, 0.1, 0.0], [-0.1, 0.3, 0.1]]}